# 1
C24H42N6 | wB97M-V/def2-TZVPD

Geometry (Å):
C (1.838, -5.126, 2.432)
C (2.239, -4.264, 3.645)
C (1.487, -4.587, 4.966)
C (0.224, -5.295, 4.701)
N (-0.746, -5.851, 4.439)
H (1.722, -6.177, 2.682)
H (2.645, -5.099, 1.690)
H (1.021, -4.699, 1.848)
H (2.375, -3.223, 3.366)
H (3.266, -4.616, 3.788)
H (1.420, -3.658, 5.528)
H (2.069, -5.241, 5.615)
C (-4.315, 5.069, -0.139)
C (-4.970, 4.674, -1.437)
C (-5.758, 5.740, -2.218)
C (-4.935, 6.876, -2.664)
N (-4.282, 7.755, -2.990)
H (-3.707, 5.959, -0.350)
H (-3.623, 4.395, 0.363)
H (-5.013, 5.358, 0.652)
H (-5.747, 3.909, -1.309)
H (-4.265, 4.167, -2.100)
H (-6.577, 6.178, -1.648)
H (-6.124, 5.245, -3.117)
C (-2.803, -6.280, -2.309)
C (-2.495, -5.701, -0.913)
C (-1.375, -4.660, -0.913)
C (-1.809, -3.436, -1.601)
N (-2.142, -2.477, -2.140)
H (-2.224, -7.149, -2.609)
H (-2.895, -5.510, -3.071)
H (-3.809, -6.695, -2.179)
H (-2.186, -6.493, -0.228)
H (-3.397, -5.264, -0.491)
H (-0.432, -5.006, -1.337)
H (-1.126, -4.331, 0.101)
C (4.981, 4.691, 2.415)
C (5.178, 3.165, 2.406)
C (3.911, 2.315, 2.575)
C (2.854, 2.767, 1.670)
N (2.029, 3.172, 0.978)
H (4.829, 5.027, 3.438)
H (4.104, 4.919, 1.804)
H (5.802, 5.210, 1.925)
H (5.857, 2.969, 3.243)
H (5.742, 2.837, 1.532)
H (3.551, 2.314, 3.603)
H (4.209, 1.290, 2.349)
C (0.872, -1.453, 0.643)
C (0.192, -0.115, 0.945)
C (-0.885, 0.277, -0.097)
C (-1.919, 1.111, 0.523)
N (-2.690, 1.842, 0.960)
H (1.569, -1.708, 1.439)
H (1.266, -1.334, -0.367)
H (0.196, -2.312, 0.617)
H (0.925, 0.695, 0.903)
H (-0.244, -0.075, 1.943)
H (-1.283, -0.674, -0.461)
H (-0.468, 0.762, -0.976)
C (0.812, 1.124, -4.962)
C (0.562, 1.180, -3.456)
C (1.586, 2.079, -2.732)
C (2.982, 1.793, -2.995)
N (4.091, 1.569, -3.200)
H (-0.025, 0.681, -5.500)
H (1.730, 0.594, -5.219)
H (0.943, 2.127, -5.374)
H (0.612, 0.216, -2.949)
H (-0.452, 1.534, -3.276)
H (1.548, 1.759, -1.677)
H (1.483, 3.164, -2.727)

SMILES	CCCC#N.CCCC#N.CCCC#N.CCCC#N.CCCC#N.CCCC#N
Kohn-Sham gap	11.404	eV
energy above the lowest of the compared OMol25 structures with the same formula, charge and spin	34.0	kcal per mole

***

# 2
C38H46FeOP2Si | wB97M-V/def2-TZVPD

Geometry (Å):
Fe (-1.115, 1.092, 0.594)
C (-2.005, 0.941, -3.017)
C (-1.902, -0.422, -2.576)
C (-1.069, -1.320, -3.571)
C (0.313, -0.812, -4.023)
C (0.978, 0.061, -2.994)
C (0.728, 1.379, -2.849)
C (0.028, 2.167, -3.897)
C (-1.378, 1.576, -4.207)
C (2.598, 0.227, 2.348)
H (-2.873, 1.519, -2.672)
H (-2.910, -0.947, -2.526)
H (-1.683, -1.434, -4.482)
H (-0.956, -2.319, -3.125)
H (0.945, -1.704, -4.154)
H (0.264, -0.361, -5.034)
H (1.697, -0.472, -2.356)
H (1.112, 1.951, -2.004)
H (0.626, 2.212, -4.825)
H (-0.090, 3.196, -3.526)
H (-2.016, 2.434, -4.472)
H (-1.327, 0.956, -5.119)
H (1.725, 0.826, 2.624)
H (3.527, 0.770, 2.586)
H (2.580, -0.729, 2.890)
P (-1.977, -0.842, -0.648)
P (2.507, -0.134, 0.592)
C (-0.160, -0.505, -0.424)
C (0.906, -0.978, 0.348)
C (-2.704, -2.324, 0.209)
C (-3.022, -3.435, -0.613)
C (-3.714, -4.542, -0.117)
C (-4.039, -4.616, 1.243)
C (-3.647, -3.586, 2.106)
C (-2.975, -2.459, 1.606)
C (-3.077, 0.659, -0.428)
C (-2.487, 1.993, -0.536)
C (-3.301, 3.152, -0.495)
C (-4.671, 2.991, -0.618)
C (-5.261, 1.723, -0.587)
C (-4.492, 0.559, -0.423)
C (3.987, -1.127, 0.282)
C (3.895, -2.496, 0.587)
C (5.045, -3.280, 0.663)
C (6.289, -2.722, 0.358)
C (6.391, -1.374, 0.013)
C (5.254, -0.571, 0.004)
C (2.758, 1.458, -0.226)
C (2.338, 2.648, 0.398)
C (2.660, 3.888, -0.138)
C (3.364, 3.970, -1.339)
C (3.775, 2.807, -1.998)
C (3.495, 1.561, -1.429)
H (0.128, 0.322, -1.110)
H (0.806, -1.944, 0.856)
H (-2.759, -3.428, -1.676)
H (-4.002, -5.359, -0.786)
H (-4.567, -5.477, 1.652)
H (-3.847, -3.657, 3.182)
H (-2.668, -1.667, 2.299)
H (-1.439, 2.058, -0.979)
H (-2.847, 4.141, -0.420)
H (-5.308, 3.866, -0.742)
H (-6.345, 1.646, -0.706)
H (-5.002, -0.414, -0.373)
H (2.922, -2.950, 0.766)
H (4.968, -4.333, 0.934)
H (7.178, -3.347, 0.368)
H (7.359, -0.958, -0.266)
H (5.357, 0.479, -0.254)
H (1.792, 2.595, 1.336)
H (2.351, 4.790, 0.390)
H (3.583, 4.948, -1.764)
H (4.315, 2.877, -2.951)
H (3.887, 0.673, -1.928)
C (-2.452, 0.653, 4.799)
Si (-0.797, 0.393, 3.941)
C (0.603, 1.144, 5.008)
C (-0.497, -1.467, 4.291)
O (-0.676, 0.777, 2.402)
H (-2.348, 0.437, 5.877)
H (-3.200, -0.029, 4.365)
H (-2.817, 1.681, 4.662)
H (0.546, 0.750, 6.042)
H (1.606, 0.917, 4.616)
H (0.541, 2.242, 5.068)
H (-1.251, -2.101, 3.814)
H (0.473, -1.801, 3.908)
H (-0.528, -1.662, 5.378)

expectation value of S²	6.232
Kohn-Sham gap (spin up / spin down)	5.087 / 5.419	eV
multiplicity	5
energy above the lowest of the compared OMol25 structures with the same formula, charge and spin	12.2	kcal per mole

***

# 3
C24H43Cl4FN2O3Si2 | wB97M-V/def2-TZVPD

Geometry (Å):
C (6.510, 0.840, 3.109)
C (6.938, 1.771, 1.838)
C (5.678, 2.552, 1.205)
Si (4.670, 1.533, -0.072)
C (3.107, 2.611, -0.487)
C (2.112, 2.539, 0.794)
C (0.848, 1.555, 0.521)
C (-0.420, 2.335, -0.128)
C (-1.450, 2.655, 1.088)
C (-2.740, 3.468, 0.552)
C (-3.450, 2.674, -0.665)
C (-3.870, 1.151, -0.253)
C (-5.170, 1.294, 0.688)
C (-5.567, -0.100, 1.440)
C (-7.114, 0.036, 1.863)
C (-8.052, -1.182, 1.407)
N (-7.844, -1.652, 0.011)
C (-8.003, -3.103, -0.110)
C (-7.789, -3.413, -1.626)
C (-7.511, -2.054, -2.345)
C (-7.564, -0.958, -1.219)
O (5.504, 1.238, -1.572)
Si (6.365, -0.253, -1.595)
F (6.384, -0.809, -3.249)
N (5.650, -1.554, -0.606)
C (6.536, -2.013, 0.492)
C (8.093, -2.347, 0.383)
O (5.989, -2.198, 1.622)
C (5.110, -2.673, -1.418)
C (5.963, -3.756, -2.224)
O (3.851, -2.747, -1.509)
H (6.163, 1.490, 3.984)
H (5.613, 0.220, 2.745)
H (7.410, 0.181, 3.354)
H (7.661, 2.571, 2.230)
H (7.528, 1.160, 1.060)
H (6.062, 3.542, 0.742)
H (4.939, 2.831, 2.054)
H (4.142, 0.314, 0.571)
H (3.379, 3.676, -0.798)
H (2.588, 2.117, -1.395)
H (2.711, 2.047, 1.638)
H (1.762, 3.574, 1.155)
H (1.107, 0.707, -0.209)
H (0.485, 1.084, 1.504)
H (-0.143, 3.335, -0.608)
H (-0.924, 1.637, -0.881)
H (-0.879, 3.280, 1.876)
H (-1.702, 1.645, 1.561)
H (-3.459, 3.777, 1.386)
H (-2.337, 4.451, 0.092)
H (-2.786, 2.701, -1.591)
H (-4.440, 3.220, -0.911)
H (-3.015, 0.577, 0.239)
H (-4.181, 0.627, -1.222)
H (-6.050, 1.528, -0.020)
H (-5.075, 2.103, 1.488)
H (-5.343, -1.011, 0.789)
H (-4.942, -0.171, 2.412)
H (-7.181, 0.112, 3.014)
H (-7.564, 1.005, 1.429)
H (-9.145, -0.803, 1.487)
H (-7.977, -2.049, 2.158)
H (-8.244, -3.849, 0.732)
H (-7.858, -4.459, -2.077)
H (-7.335, -1.893, -3.465)
H (-7.428, 0.164, -1.327)
H (7.776, 0.029, -1.266)
H (8.746, -1.495, -0.002)
H (8.466, -2.575, 1.453)
H (8.331, -3.292, -0.227)
H (5.633, -4.789, -1.820)
H (5.617, -3.753, -3.327)
H (7.088, -3.584, -2.111)
C (-3.593, -3.885, -3.166)
Cl (-2.758, -5.046, -2.110)
Cl (-5.269, -3.672, -2.608)
Cl (-2.748, -2.322, -3.111)
Cl (-3.595, -4.499, -4.835)

Kohn-Sham gap	7.998	eV

***

# 4
C6H7F13PS | wB97M-V/def2-TZVPD

Geometry (Å):
F (-0.756, 2.265, -2.104)
C (-0.680, 1.201, -1.291)
F (-1.544, 1.425, -0.272)
C (-1.031, -0.083, -2.082)
C (-2.237, -0.857, -1.499)
P (-1.900, -2.626, -1.395)
C (0.768, 1.179, -0.734)
F (1.585, 1.131, -1.802)
F (1.003, 2.310, -0.072)
C (1.080, -0.076, 0.172)
F (1.711, -0.988, -0.593)
F (-0.085, -0.666, 0.558)
C (2.009, 0.158, 1.411)
F (3.074, 0.810, 0.970)
F (2.389, -1.047, 1.825)
S (1.277, 1.055, 2.925)
F (0.516, -0.294, 3.311)
F (-0.007, 1.516, 2.086)
F (2.000, 2.396, 2.537)
F (2.534, 0.602, 3.754)
F (0.684, 1.741, 4.197)
H (-1.246, 0.222, -3.108)
H (-0.133, -0.705, -2.136)
H (-3.133, -0.736, -2.114)
H (-2.469, -0.547, -0.478)
H (-1.276, -3.108, -2.545)
H (-3.063, -3.373, -1.212)
H (-1.072, -2.907, -0.310)

total charge	+1
Kohn-Sham gap	11.809	eV

***

| no. | calculated total energy (eV) |
| --- | --- |
| 1 | -34507.366 |
| 2 | -103034.892 |
| 3 | -103267.558 |
| 4 | -61777.336 |